(1)
Below is a 2-piece molecular cluster, C5H12OS2 overall, with properties calculated with ωB97M-V/def2-TZVPD.

## Properties
SMILES string: C=C(C)O.CSSC
HOMO level, Ha: -0.3234
Relative energy (zero: lowest compared OMol25 entry of this formula, charge and spin), kcal per mole: 13.9
Charge: 0
2S+1: 1
HOMO-LUMO gap, hartree: 0.3476

```
20
Properties=species:S:1:pos:R:3:forces:R:3:nbo_charge:R:1
C -0.465638 0.758633 2.992959 0.258 0.064 0.907 -0.5140
C 0.438734 0.319955 2.135310 -0.004 -0.026 -0.147 0.3292
O 0.249718 -0.885832 1.522389 -0.128 -0.239 -0.033 -0.7062
C 1.703102 1.037325 1.796881 -0.112 -0.173 -0.292 -0.6793
H -0.234461 1.644122 3.568639 -0.136 0.074 -0.060 0.1978
H -1.285170 0.143720 3.332369 -0.229 0.026 -0.314 0.2085
H 0.565594 -0.843305 0.612512 0.231 -0.126 -0.080 0.4807
H 1.846871 1.870338 2.472880 0.148 0.133 0.038 0.2252
H 2.551129 0.350446 1.839058 -0.010 0.054 0.159 0.2210
H 1.646303 1.408839 0.774490 0.048 0.128 -0.119 0.2247
C -1.821205 0.042906 -0.822825 -0.008 0.082 -0.252 -0.7557
S -0.344592 0.847300 -1.483571 0.212 -0.064 0.032 0.0859
S 0.926147 -0.718932 -1.886767 -0.304 0.349 0.027 0.0609
C 0.238682 -1.343237 -3.438329 0.131 0.031 0.006 -0.7479
H -2.196590 -0.674167 -1.544450 -0.037 -0.177 -0.003 0.2155
H -1.640463 -0.408049 0.143954 0.032 -0.088 0.107 0.2425
H -2.560900 0.832436 -0.733595 -0.091 0.150 0.103 0.2314
H -0.163807 -0.513936 -4.009156 -0.058 0.108 0.000 0.2337
H 1.062990 -1.767101 -3.993487 0.212 -0.216 -0.162 0.2285
H -0.516444 -2.101462 -3.279263 -0.157 -0.089 0.081 0.2175
```
Forces are in eV/Å.

(2)
Below is one molecule with the formula C3H2ClNO2 in a non-equilibrium geometry, with properties calculated with ωB97M-V/def2-TZVPD.

## Properties
SMILES string: C=NC(=O)C(=O)Cl
HOMO level, Ha: -0.3736
Relative energy (zero: lowest compared OMol25 entry of this formula, charge and spin), kcal per mole: 38.5
Charge: 0
2S+1: 1
HOMO-LUMO gap, hartree: 0.3591

```
9
Properties=species:S:1:pos:R:3:forces:R:3:nbo_charge:R:1
C 2.090186 1.160350 0.392239 3.059 -0.586 -0.428 0.6029
C 3.186856 0.266994 -0.389928 0.068 0.747 0.985 0.4466
C -0.032945 0.147483 -0.073783 -0.924 -1.715 -2.016 0.0360
N 0.983654 0.841690 -0.242933 -1.328 1.019 -0.709 -0.4417
O 2.487993 1.970436 1.181730 -0.913 0.060 -0.094 -0.5063
O 3.757839 0.495126 -1.389009 -0.250 0.596 -0.707 -0.4635
Cl 3.645118 -1.099098 0.564953 0.041 -1.033 0.795 -0.0460
H -0.573227 -0.174411 -1.059517 0.352 0.901 2.106 0.1930
H -0.281733 -0.341123 0.865739 -0.105 0.010 0.069 0.1789
```
Forces are in eV/Å.

(3)
Below is an isolated ion of composition C5H10NO2 and charge -1 in a non-equilibrium geometry, with properties calculated with ωB97M-V/def2-TZVPD.

## Properties
SMILES string: CCCCNC(=O)[O-]
HOMO level, Ha: -0.1464
Relative energy (zero: lowest compared OMol25 entry of this formula, charge and spin), kcal per mole: 10.1
Charge: -1
2S+1: 1
HOMO-LUMO gap, hartree: 0.2789

```
18
Properties=species:S:1:pos:R:3:forces:R:3:nbo_charge:R:1
C 0.815947 0.379101 0.360660 -0.766 -0.385 -0.214 -0.2099
N 1.485231 0.189284 1.618308 -0.730 0.440 0.456 -0.7317
C 0.696883 0.435675 2.855526 1.232 0.236 -0.677 0.8710
O -0.402057 0.993124 2.676598 -0.125 -0.142 0.047 -0.8044
O 1.312010 0.131014 3.894638 -0.294 -0.264 0.143 -0.7995
C -0.337462 -0.642258 0.050966 1.303 1.044 0.122 -0.4162
C -0.610098 -0.835044 -1.462629 0.558 -0.694 1.978 -0.4172
C -1.053094 0.403235 -2.147710 -1.199 1.643 -2.139 -0.6158
H 1.529660 0.358558 -0.475596 0.101 0.021 0.132 0.1523
H 0.340587 1.360125 0.401006 0.245 0.133 -0.116 0.2052
H 2.179120 -0.537084 1.696076 -0.145 -0.030 0.041 0.3619
H -1.215943 -0.262690 0.563048 -0.262 -0.054 0.029 0.2210
H -0.022338 -1.537288 0.595592 -0.279 -0.384 -0.496 0.1963
H 0.296373 -1.214932 -1.940327 -0.081 -0.248 -0.016 0.1853
H -1.378319 -1.609114 -1.398836 -0.095 -0.052 -1.023 0.1997
H -0.447543 1.315429 -2.116221 0.365 -0.341 0.964 0.2117
H -2.075258 0.726533 -1.916395 0.144 -0.136 0.520 0.2015
H -1.113699 0.346332 -3.254705 0.028 -0.787 0.250 0.1888
```
Forces are in eV/Å.

(4)
Below is C19H43NdOP3Se as an isolated structure in a non-equilibrium geometry, with properties calculated with ωB97M-V/def2-TZVPD.

## Properties
HOMO level (alpha / beta), Ha: -0.5758 / -0.5764
Charge: +3
2S+1: 4
HOMO-LUMO gap (alpha / beta), hartree: 0.1966 / 0.2014

```
68
Properties=species:S:1:pos:R:3:forces:R:3:nbo_charge:R:1
Nd -1.519769 0.773060 -1.249643 4.802 1.421 2.558 1.7894
P -1.949936 -1.713549 0.170460 -0.359 -0.843 0.463 0.7006
P 1.227417 -0.008815 1.360942 0.247 0.076 0.660 0.7594
P 1.917080 -1.046015 -2.666479 0.766 1.423 -0.144 1.2326
H -4.009958 2.661538 -4.083606 0.331 -0.446 -0.004 0.2504
C -3.502798 1.689071 -4.191908 -0.062 -0.723 1.560 -0.0784
C -2.988334 1.103033 -3.054070 -2.774 0.552 -2.383 -0.7018
H -3.433057 1.572646 -2.104394 0.364 -0.560 -1.228 0.2183
C -3.308305 -1.427040 1.361503 -0.054 0.307 -0.062 -0.9220
C -1.088969 -3.053981 1.055880 0.417 -0.078 0.060 -0.9152
C -2.770218 -2.690118 -1.145783 -0.109 0.059 -0.063 -0.9348
C 2.619265 1.106019 1.840662 -0.094 0.107 -0.395 -0.9183
C 0.306912 0.094849 2.959653 -0.105 -0.062 -0.161 -0.9250
C 2.120851 -1.601830 1.628377 -0.155 -0.061 -0.173 -0.9315
C 1.454486 -1.085631 -4.394188 -0.146 -0.126 -0.262 -0.9737
C 1.209161 -2.453304 -1.853508 -0.231 -0.635 0.372 -0.9789
C 3.696245 -0.909797 -2.467344 0.177 -0.282 -0.009 -0.9509
H -3.596659 1.246769 -5.190459 0.666 0.010 0.392 0.2644
H -2.601607 0.023350 -3.032259 -1.177 1.151 -0.710 0.1909
H -4.029719 -0.694835 0.972649 -0.011 -0.213 0.182 0.2358
H -2.899101 -1.059757 2.314356 -0.159 -0.111 -0.262 0.2649
H -3.812840 -2.389510 1.521572 -0.004 0.324 0.072 0.2755
H -0.689502 -2.711031 2.017990 -0.123 -0.070 -0.274 0.2625
H -0.274619 -3.473648 0.452966 -0.198 0.077 0.189 0.2475
H -1.821573 -3.849189 1.252215 0.125 0.198 -0.085 0.2750
H -3.133597 -2.060446 -1.972170 -0.072 -0.287 0.138 0.2205
H -3.623294 -3.193816 -0.676392 0.089 -0.068 -0.360 0.2800
H -2.074647 -3.441530 -1.544477 -0.243 0.188 0.044 0.2645
H 3.053041 0.748890 2.790840 -0.181 0.202 -0.393 0.2521
H 2.248463 2.135029 1.961975 0.271 -0.276 -0.057 0.2458
H 3.390110 1.084504 1.055666 -0.176 0.164 0.302 0.2465
H 1.022039 -0.052108 3.784518 -0.377 0.022 -0.182 0.2609
H -0.478647 -0.674037 3.004857 0.192 0.267 0.148 0.2180
H -0.153072 1.090668 3.057988 0.121 -0.347 0.049 0.2308
H 2.680708 -1.555715 2.572524 -0.147 -0.077 -0.254 0.2641
H 2.831906 -1.762621 0.807109 -0.056 -0.028 0.255 0.2238
H 1.419830 -2.443890 1.662992 0.318 0.140 0.019 0.2298
H 2.363852 -1.285952 -4.983641 -0.508 0.086 -0.034 0.2990
H 1.012351 -0.113335 -4.669731 0.281 -0.379 -0.096 0.2801
H 0.720530 -1.896002 -4.534493 0.310 0.301 -0.217 0.2684
H 1.593111 -3.365838 -2.335138 -0.068 0.202 0.126 0.3024
H 0.116582 -2.455470 -1.973264 0.225 0.011 -0.018 0.2398
H 1.456742 -2.478613 -0.787540 -0.006 0.049 -0.226 0.2832
H 4.157314 -1.506423 -3.269644 0.169 0.196 0.429 0.2845
H 3.990124 -1.287317 -1.472617 0.015 0.148 -0.464 0.2785
H 3.983788 0.155491 -2.557654 -0.134 -0.563 -0.024 0.2914
C 0.641489 3.055313 -3.165570 -0.094 0.466 -1.433 -0.2293
C -0.628722 3.405387 -3.672689 0.459 -0.630 0.092 -0.2750
C -0.801859 3.579321 -5.048470 0.487 0.027 -0.338 -0.1959
C 0.310924 3.622935 -5.904356 0.226 -0.231 0.388 -0.1868
C 1.597588 3.410777 -5.369537 -0.085 0.274 -0.069 -0.1739
C 1.756566 3.092714 -4.028448 -0.637 -0.225 0.297 -0.2441
Se 1.004682 2.396683 -1.444167 -1.478 -0.676 1.023 -0.2115
H 1.507256 0.259174 -2.181830 -0.406 -0.881 0.185 0.0419
H -1.501246 3.490933 -3.018596 0.306 -0.008 -0.014 0.1902
H -1.805520 3.659103 -5.471979 0.287 0.358 0.146 0.2207
H 0.200281 3.815102 -6.974635 -0.064 -0.065 0.425 0.2525
H 2.504364 3.503237 -5.971705 -0.465 -0.079 -0.072 0.2491
H 2.725439 2.837379 -3.593755 -0.138 0.225 -0.364 0.2262
C -1.930734 3.675417 2.473016 0.061 0.180 -0.027 -0.6752
C -1.138335 3.268827 1.247081 0.301 0.396 0.586 -0.0449
O -1.852186 2.166135 0.563852 -0.945 -0.937 -0.116 -0.8398
H -2.955848 3.965580 2.219402 0.118 -0.069 -0.013 0.2384
H -1.474248 4.548027 2.947623 0.055 -0.063 -0.147 0.2811
H -1.942601 2.891809 3.238521 -0.040 -0.018 -0.171 0.2255
H -1.021724 4.049355 0.494891 -0.131 -0.051 0.167 0.2255
H -0.142153 2.882369 1.498438 -0.305 0.080 -0.103 0.2012
H -2.570398 1.843572 1.144921 0.332 0.477 0.084 0.5231
```
Forces are in eV/Å.

(5)
Below is C14H15NO6S as an isolated structure in a non-equilibrium geometry, with properties calculated with ωB97M-V/def2-TZVPD.

## Properties
HOMO level, Ha: -0.3457
Relative energy (zero: lowest compared OMol25 entry of this formula, charge and spin), kcal per mole: 350.4
Charge: 0
2S+1: 1
HOMO-LUMO gap, hartree: 0.3494

```
37
Properties=species:S:1:pos:R:3:forces:R:3:nbo_charge:R:1
C 5.079276 1.693577 1.390804 3.265 4.287 -9.737 -0.2261
H 4.412990 2.408739 1.586514 -3.008 2.864 0.643 0.1694
O 4.863672 1.133615 0.070864 -4.731 -4.014 0.756 -0.5090
C 3.637901 0.257343 0.012083 0.190 -0.181 -2.229 0.3767
C 3.367111 -0.520506 -1.340554 -5.233 0.953 10.091 -0.2261
C 2.172912 -1.223286 -1.303965 1.227 -1.558 -2.499 -0.1527
C 1.259141 -1.429093 -0.132839 1.435 -2.373 -11.841 -0.3660
C 1.547278 -0.664907 0.792122 -2.551 3.883 10.976 -0.1430
C 2.632531 0.138414 0.996790 4.872 1.784 0.586 -0.3604
H 2.886398 0.541212 2.037287 -0.893 -0.371 -1.674 0.2311
H 0.802235 -0.646166 1.731837 1.447 -0.119 -2.095 0.2442
S -0.208376 -2.203839 -0.630659 4.037 -10.853 3.373 2.1316
O 0.204269 -3.613103 -1.471056 -2.082 6.424 3.091 -0.8794
O -0.710390 -2.442801 0.778751 -0.488 0.582 -3.564 -0.9025
N -1.041444 -1.279803 -1.617309 0.786 -0.050 1.234 -0.7856
H -1.831856 -1.824970 -1.819877 -1.471 -1.299 -1.250 0.4132
C -1.488498 -0.244144 -0.755722 -0.667 6.968 0.312 -0.1612
C -2.534261 -0.447433 0.368737 13.710 6.585 -1.183 0.1732
C -3.582607 -0.952884 0.222522 -15.697 -7.601 -1.291 -0.2375
C -4.167415 -1.014737 1.745852 -6.192 -4.559 -6.306 -0.3498
C -3.237543 -0.400243 2.248224 -1.364 2.890 15.552 0.1848
O -2.314007 0.110897 1.691252 7.747 1.583 -7.813 -0.4147
H -3.117241 -0.040477 3.436312 -0.968 -1.385 -2.781 0.1678
H -5.102718 -1.450203 2.176493 1.286 0.542 -0.751 0.2516
H -4.184383 -1.327743 -0.798013 2.070 0.928 3.153 0.2471
H -0.564805 0.418104 -0.363802 -1.987 -1.858 -0.712 0.2699
C -2.129055 0.697641 -1.842299 0.319 5.444 -0.725 -0.4748
C -2.507516 2.329512 -1.191240 -6.395 -6.403 1.091 0.7904
O -3.747986 2.529242 -0.921321 5.451 0.833 -1.503 -0.6053
O -1.450320 2.795828 -0.617512 -0.321 4.694 0.787 -0.6594
H -1.758161 3.754611 -0.284509 1.139 -2.695 -0.456 0.5099
H -3.052903 0.407532 -2.421754 1.010 -0.096 1.055 0.2389
H -1.362405 1.135893 -2.585079 -0.776 -1.705 0.845 0.2274
H 2.002799 -1.769519 -2.306949 -0.327 0.681 1.875 0.2475
H 4.018364 -0.259577 -1.981841 4.172 0.938 -5.424 0.2070
H 5.216677 1.179663 2.157216 1.532 -5.531 6.170 0.1641
H 5.990344 2.223613 0.942623 -0.543 -0.211 2.247 0.2077
```
Forces are in eV/Å.

(6)
Below is C13H9AuF3NO8S2 as an isolated structure, with properties calculated with ωB97M-V/def2-TZVPD.

## Properties
HOMO level, Ha: -0.0993
Relative energy (zero: lowest compared OMol25 entry of this formula, charge and spin), kcal per mole: 7.2
Charge: -2
2S+1: 1
HOMO-LUMO gap, hartree: 0.2599

```
37
Properties=species:S:1:pos:R:3:forces:R:3:nbo_charge:R:1
Au -0.133636 3.365478 0.184807 0.072 0.066 -0.143 0.6701
O -0.383126 0.852635 4.575399 0.009 0.033 0.011 -1.0069
S 0.323614 1.256841 3.372757 -0.010 -0.011 -0.066 2.4246
O 1.757859 0.989875 3.422789 0.027 0.000 -0.007 -1.0370
O -0.004713 2.575241 2.864999 -0.001 -0.011 0.062 -1.0177
C -0.267632 0.061158 2.129375 -0.018 -0.044 0.049 -0.3200
C 0.515231 -1.092901 2.051734 -0.115 -0.108 0.081 -0.2176
C 0.163168 -2.166565 1.252782 -0.115 -0.019 0.274 -0.2372
C -0.988692 -2.096542 0.484675 -0.116 -0.015 0.124 -0.2488
C -1.761555 -0.949708 0.528541 0.035 -0.036 0.044 -0.2328
C -1.423083 0.133135 1.343843 -0.046 -0.027 0.030 -0.2304
S -2.638724 1.479204 1.300719 -0.006 -0.008 -0.059 2.4143
O -2.965773 1.817152 2.656658 0.000 -0.006 0.025 -0.9559
O -3.733550 0.936676 0.510278 -0.011 0.068 0.052 -1.0215
O -2.023075 2.599518 0.531027 -0.065 -0.084 -0.003 -1.0508
H 1.413308 -1.117515 2.653908 0.006 -0.003 0.005 0.2452
H 0.790208 -3.052057 1.230142 0.000 0.000 -0.008 0.1932
H -1.285057 -2.922860 -0.151933 0.017 0.011 0.010 0.1996
H -2.664637 -0.870757 -0.058856 0.000 -0.003 -0.004 0.2453
F 1.344692 -3.426367 -3.816440 0.136 -0.026 -0.057 -0.3353
C 0.186225 -3.064643 -3.224029 0.017 0.119 0.035 0.9738
F -0.127472 -4.071922 -2.386067 -0.045 -0.100 0.101 -0.3303
F -0.748672 -3.062001 -4.189716 -0.097 0.013 -0.072 -0.3304
C 0.302404 -1.749948 -2.515205 0.129 0.016 -0.071 -0.1450
C 1.254488 -1.605250 -1.519431 0.029 0.024 -0.271 -0.2194
C 1.334888 -0.383182 -0.870244 0.114 0.192 -0.164 0.0630
N 0.553605 0.647113 -1.168705 0.147 -0.042 0.039 -0.3788
C -0.359243 0.495487 -2.117657 -0.093 -0.076 -0.021 0.0503
C -0.529232 -0.687507 -2.825629 -0.002 0.036 0.004 -0.2380
H 1.904772 -2.423735 -1.240322 -0.010 -0.002 0.004 0.2205
H 2.045667 -0.225433 -0.067070 0.006 0.018 -0.053 0.2191
H -0.995696 1.354572 -2.302790 0.004 -0.002 0.000 0.2143
H -1.292172 -0.773068 -3.585809 -0.009 0.001 0.000 0.2221
O 3.727115 4.710865 -0.099823 -0.016 0.260 0.049 -0.7112
C 2.625149 4.318487 0.262252 0.180 -0.611 -0.162 0.6333
O 1.605204 4.183302 -0.516767 -0.087 0.210 0.074 -0.8026
H 2.478141 3.965225 1.299808 -0.064 0.166 0.086 0.0789
```
Forces are in eV/Å.